Molecular formula: C9H7NS
Method: DFT, ωB97M-V/def2-TZVPD

Calculated values
Frontier orbital gap (alpha / beta) (eV): 5.89 / 5.87
ΔE to the lowest compared entry with this formula, charge and spin (kcal per mole): 32.1
Spin multiplicity: 1
Structure (SMILES): CC1=c2ccccc2=NC1=S
Total energy (eV): -21770.2611
HOMO energy (alpha / beta) (eV): -8.283 / -8.275

Last column: Mulliken charge in e.
Atoms and positions in Å:
C1 1.4215 -2.2811 -0.0012  -1.2945
C2 1.1328 -0.8368 0.0152  0.7371
C3 -0.0559 -0.1515 0.0070  0.4063
C4 -1.4212 -0.5364 0.0147  -0.5644
C5 -2.3707 0.4376 0.0134  -0.5939
C6 -2.0166 1.8126 0.0049  -0.2693
C7 -0.7140 2.2346 -0.0043  -0.6204
C8 0.2977 1.2658 -0.0057  0.3186
N1 1.6209 1.4509 -0.0166  -0.7112
C9 2.1770 0.2327 -0.0001  0.2251
S1 3.7976 -0.0856 0.0024  -0.2481
H1 1.4870 -2.6327 -1.0340  0.2733
H2 0.6314 -2.8421 0.4944  0.3608
H3 2.3791 -2.4842 0.4750  0.4096
H4 -1.6831 -1.5842 0.0207  0.3662
H5 -3.4188 0.1785 0.0192  0.3837
H6 -2.8140 2.5418 0.0058  0.3820
H7 -0.4507 3.2802 -0.0107  0.4390

=====

Molecular formula: C9H8
Method: DFT, ωB97M-V/def2-TZVPD

Calculated values
Frontier orbital gap (alpha / beta) (eV): 7.56 / 7.56
ΔE to the lowest compared entry with this formula, charge and spin (kcal per mole): 171.1
Spin multiplicity: 1
Total energy (eV): -9453.9674
HOMO energy (alpha / beta) (eV): -8.458 / -8.460

Last column: Mulliken charge in e.
Atoms and positions in Å:
C1 -1.0904 1.5041 -0.0753  -0.4999
C2 -2.4180 1.1508 0.0101  -0.2900
C3 -0.2117 0.4548 -0.2225  0.1734
C4 -0.4193 -0.8134 0.0248  0.1015
C5 -2.9988 -0.1428 -0.2212  -0.6996
C6 -1.8321 -1.2229 -0.1015  -0.4930
C7 3.2965 -0.2067 -0.0209  -0.7637
C8 2.0899 -0.4314 -0.4008  -0.1471
C9 0.8800 -0.3074 0.4261  -0.1273
H1 -0.7138 2.5667 -0.0691  0.3432
H2 -3.0988 1.8246 0.3850  0.4789
H3 -1.9567 -1.5811 0.9348  0.2760
H4 -2.0820 -2.0638 -0.7496  0.4184
H5 3.9858 0.0851 -0.9631  0.1694
H6 3.6832 0.0535 0.9462  0.3341
H7 1.8248 -0.6467 -1.3816  0.3801
H8 1.0614 -0.2234 1.4787  0.3456